Entry 1:
The following is a quantum chemistry calculation of a structure of composition C38H84F6MgNO22S2 at a distorted geometry, from OMol25.

Frontier orbital gap, eV: 8.2
Net charge: +1
ΔE to the lowest compared entry with this formula, charge and spin, kJ/mol: 239.1

Last column: Löwdin charge in e.
Geometry (Å):
Mg1 1.27847 1.72357 -2.43943  0.4979
C1 -0.58940 3.50402 0.88161  -0.6953
F1 -0.88158 3.64327 2.13621  0.1992
F2 -1.67542 3.20951 0.21411  0.1610
F3 -0.13212 4.64631 0.38631  0.1364
S1 0.84979 2.29138 0.70542  0.7164
O1 2.03493 3.08351 0.49538  -0.2554
O2 0.88166 1.47735 1.88864  -0.2763
N1 0.48623 1.36875 -0.74651  -0.2852
S2 -0.63667 0.24164 -0.34507  0.6601
O3 -1.43648 0.61425 0.78129  -0.2697
O4 -1.46385 -0.08369 -1.49878  -0.2579
C2 0.34720 -1.35445 0.11462  -0.6558
F4 1.15487 -1.07266 1.10782  0.1675
F5 -0.54615 -2.24836 0.49451  0.1719
F6 0.99768 -1.79884 -0.94816  0.1342
C3 1.12992 7.92845 2.68116  -0.1067
O5 0.52891 7.66762 3.93398  -0.1791
C4 1.22995 6.75071 4.74152  -0.1933
C5 0.89856 5.32280 4.35634  -0.1951
O6 1.73889 4.42460 5.06164  -0.1632
C6 1.68812 3.07013 4.59941  -0.1718
C7 2.80795 2.36058 5.36414  -0.1791
O7 3.14245 1.11655 4.77505  -0.2014
C8 2.09228 0.15343 4.80956  -0.0977
H1 0.33153 8.32766 2.05119  0.0875
H2 1.44447 6.98063 2.23714  0.0725
H3 1.90937 8.69326 2.67998  0.0889
H4 0.96208 6.95169 5.78026  0.1320
H5 2.30414 6.96728 4.72727  0.1320
H6 1.04065 5.12644 3.28333  0.1005
H7 -0.12769 4.99921 4.56517  0.1325
H8 2.03238 3.20659 3.56620  0.1151
H9 0.65625 2.71826 4.68014  0.1305
H10 2.60106 2.11119 6.41173  0.1289
H11 3.68539 2.99984 5.29603  0.1315
H12 1.60576 0.21897 5.78828  0.0912
H13 2.57825 -0.82060 4.77926  0.0884
H14 1.42833 0.30556 3.95988  0.0608
C9 1.10761 -1.09517 -3.76667  -0.0479
O8 0.52712 0.15441 -3.44965  -0.2475
C10 -0.64216 0.37417 -4.24006  -0.1242
C11 -1.27685 1.72928 -3.83761  -0.1133
O9 -0.31064 2.54427 -3.17649  -0.2111
C12 -0.65126 3.89644 -2.96442  -0.1160
C13 0.57872 4.67914 -2.54976  -0.1079
O10 1.58612 3.71330 -2.17938  -0.2508
C14 2.82607 4.37040 -1.94634  -0.0484
H15 1.87869 -1.39384 -3.06088  0.0872
H16 1.56298 -1.12406 -4.76112  0.1118
H17 0.39765 -1.92406 -3.70918  0.1172
H18 -1.37634 -0.41765 -4.11331  0.1427
H19 -0.35963 0.48195 -5.29025  0.1318
H20 -2.15670 1.57930 -3.21291  0.1351
H21 -1.62289 2.21328 -4.75518  0.1397
H22 -1.33364 3.96019 -2.09911  0.1288
H23 -1.36428 4.29846 -3.68979  0.1498
H24 0.39867 5.24951 -1.64089  0.1236
H25 0.89813 5.33789 -3.35807  0.1272
H26 3.30613 4.69603 -2.87110  0.1005
H27 3.50337 3.71789 -1.39987  0.0949
H28 2.68934 5.25308 -1.31840  0.1113
C15 7.43352 -9.97997 -3.38581  -0.1032
O11 6.32116 -9.23132 -2.91532  -0.1800
C16 6.29546 -7.95099 -3.51943  -0.2177
C17 5.09874 -7.18539 -3.01191  -0.1890
O12 3.87267 -7.80448 -3.38472  -0.1263
C18 2.75117 -7.40232 -2.62949  -0.1896
C19 2.24826 -6.00168 -2.97656  -0.2011
O13 3.09430 -4.95237 -2.55981  -0.2047
C20 2.90381 -4.51961 -1.23488  -0.1064
H29 7.27351 -10.24894 -4.43489  0.0892
H30 7.44314 -10.89179 -2.79197  0.0891
H31 8.36693 -9.42535 -3.26391  0.0854
H32 6.13920 -8.11502 -4.59598  0.1296
H33 7.23134 -7.39581 -3.41582  0.1254
H34 5.05813 -6.18706 -3.45768  0.1206
H35 5.13593 -7.11202 -1.91843  0.1317
H36 2.93320 -7.53211 -1.55774  0.1262
H37 1.97675 -8.11704 -2.91121  0.1307
H38 1.24000 -5.92563 -2.54496  0.1237
H39 2.10657 -5.88327 -4.04994  0.1287
H40 2.93312 -5.30210 -0.47140  0.0939
H41 1.93076 -4.01626 -1.23513  0.0693
H42 3.64750 -3.78746 -0.91705  0.0842
C21 -4.81964 -1.43872 5.78509  -0.1157
O14 -3.98032 -0.29896 5.60786  -0.1609
C22 -2.61308 -0.66813 5.63218  -0.1987
C23 -2.11066 -1.42869 4.39971  -0.1733
O15 -2.81590 -2.65266 4.24837  -0.1882
C24 -2.53268 -3.32556 3.04015  -0.2055
C25 -3.05101 -4.74524 3.12530  -0.1910
O16 -2.23107 -5.68414 3.79652  -0.1853
C26 -1.72059 -5.26828 5.06038  -0.0905
H43 -4.74922 -2.06053 6.68258  0.0939
H44 -4.99129 -2.00875 4.87932  0.0750
H45 -5.77991 -0.97652 6.05039  0.0879
H46 -2.33673 -1.18990 6.55395  0.1263
H47 -2.06962 0.28043 5.66516  0.1219
H48 -1.05381 -1.68314 4.53356  0.1253
H49 -2.27642 -0.77905 3.53385  0.1154
H50 -1.44073 -3.28450 2.90344  0.1206
H51 -2.97162 -2.82003 2.16803  0.1209
H52 -3.18158 -5.08455 2.09311  0.1249
H53 -4.05617 -4.82623 3.55701  0.1340
H54 -0.83034 -4.65218 4.91367  0.0842
H55 -1.45000 -6.18615 5.58156  0.0890
H56 -2.50849 -4.76622 5.62249  0.0887
C27 2.31000 6.08900 -6.11433  -0.0862
O17 2.30229 4.91485 -5.34731  -0.1859
C28 2.58344 3.74383 -6.04944  -0.1991
C29 1.87127 2.53277 -5.48880  -0.1259
O18 2.39881 2.05550 -4.24669  -0.1731
C30 3.63737 1.40432 -4.39628  -0.1356
C31 4.07330 0.85221 -3.02890  -0.1319
O19 3.07335 0.98807 -2.01956  -0.2325
C32 3.50805 0.25988 -0.85937  -0.0224
H57 3.30769 6.30096 -6.50882  0.0992
H58 1.93570 6.96010 -5.57785  0.0941
H59 1.60180 5.99440 -6.95082  0.0961
H60 3.63874 3.55165 -6.25935  0.1354
H61 2.12912 3.79648 -7.05091  0.1364
H62 1.76049 1.75504 -6.24937  0.1452
H63 0.84255 2.83901 -5.28808  0.1321
H64 4.44095 2.10401 -4.64986  0.1337
H65 3.64783 0.64114 -5.17804  0.1410
H66 5.01035 1.31286 -2.71534  0.1406
H67 4.30883 -0.20493 -3.19123  0.1378
H68 4.53527 0.48513 -0.57264  0.1178
H69 3.46243 -0.80920 -1.06977  0.0972
H70 2.86923 0.48406 -0.01504  0.0732
C33 -4.87932 3.29195 1.42211  -0.1021
O20 -5.41919 2.09689 1.93433  -0.1716
C34 -4.52597 1.00485 1.95110  -0.2105
C35 -5.31794 -0.23769 2.27601  -0.1636
O21 -6.20161 -0.67554 1.23565  -0.1067
C36 -7.49699 -0.14119 1.39327  -0.2133
C37 -8.47366 -0.66240 0.34650  -0.2175
O22 -8.43922 -2.06311 0.35750  -0.1743
C38 -9.61139 -2.66437 -0.14585  -0.1097
H71 -4.68726 3.28447 0.34092  0.0831
H72 -3.92333 3.50006 1.91147  0.0758
H73 -5.63060 4.06430 1.57144  0.0906
H74 -3.71833 1.17120 2.67655  0.1223
H75 -3.96816 0.77198 1.03357  0.1152
H76 -5.95531 -0.03438 3.13849  0.1260
H77 -4.58787 -1.04335 2.37040  0.1154
H78 -7.46653 0.95219 1.34154  0.1185
H79 -7.92841 -0.32197 2.38677  0.1288
H80 -8.17875 -0.23425 -0.61832  0.1271
H81 -9.45922 -0.27901 0.63034  0.1246
H82 -9.74916 -2.35354 -1.18945  0.0860
H83 -10.49825 -2.33532 0.40296  0.0860
H84 -9.54092 -3.74780 -0.15537  0.0857



Entry 2:
The following is a quantum chemistry calculation of an isolated molecule of C5H4BrF3N2 at a distorted geometry, from OMol25.

Frontier orbital gap, eV: 8.9
Net charge: 0
ΔE to the lowest compared entry with this formula, charge and spin, kJ/mol: 81.4
SMILES: FC(F)(F)[C@@]1(Br)C=NCC=N1

Last column: Löwdin charge in e.
Geometry (Å):
C1 -1.54250 -0.72850 -0.40339  -0.1087
C2 0.22862 1.18787 0.34634  -0.1511
C3 -2.01851 0.59526 0.07155  -0.2057
C4 0.68756 -0.27631 0.25945  -0.5523
C5 2.09402 -0.59212 -0.31895  -0.5977
N1 -0.96927 1.54090 0.19148  0.0571
N2 -0.32625 -1.10526 -0.34711  0.0795
F1 3.17140 0.02864 0.26639  0.0927
F2 2.40850 -1.93395 -0.22921  0.0841
F3 2.15931 -0.21960 -1.61058  0.1399
Br1 0.86738 -0.91424 2.28334  0.6516
H1 -2.34734 -1.18688 -0.97542  0.1189
H2 0.91932 2.02497 0.22210  0.1291
H3 -2.78416 0.94471 -0.72730  0.1538
H4 -2.54809 0.63451 0.97129  0.1088



Entry 3:
The following is a quantum chemistry calculation of a structure of composition C2H4BrP at a distorted geometry, from OMol25.

Frontier orbital gap, eV: 10.4
Net charge: 0
ΔE to the lowest compared entry with this formula, charge and spin, kJ/mol: 205.0

Last column: Löwdin charge in e.
Geometry (Å):
C1 -0.80125 0.27042 -0.23705  -0.3957
C2 0.38881 -0.55712 -0.07926  -1.1349
P1 0.44486 0.60389 1.23427  0.8161
Br1 0.22967 -2.48503 0.37350  0.5202
H1 -0.90440 0.92315 -0.97670  0.0003
H2 -1.85428 0.02486 0.13998  0.0948
H3 1.17302 -0.48788 -1.17472  0.1696
H4 1.32358 1.70770 0.71998  -0.0704



Entry 4:
The following is a quantum chemistry calculation of a cluster of 2 separate species, C2H9NO2 in total at a distorted geometry, from OMol25.

Frontier orbital gap, eV: 10.1
Net charge: 0
ΔE to the lowest compared entry with this formula, charge and spin, kJ/mol: 81.4
SMILES: COCN.O

Last column: Löwdin charge in e.
Geometry (Å):
O1 1.19765 0.07296 -1.33560  -0.1707
N1 1.71360 1.45833 0.34293  0.0270
C1 1.13853 -1.26474 -0.88232  -0.1021
C2 0.70445 1.03242 -0.50224  -0.4170
H1 1.84886 0.78943 1.10905  0.0843
H2 1.43689 2.34287 0.78304  0.0839
H3 1.05303 -1.98798 -1.71070  0.0903
H4 0.24114 -1.35014 -0.24670  0.0803
H5 2.02377 -1.52503 -0.27799  0.0847
H6 0.22534 1.86119 -1.05816  0.1360
H7 -0.07898 0.53453 0.10091  0.1059
O2 -3.73346 -0.65287 0.83775  -0.0924
H8 -3.32156 -0.13981 1.56944  0.0435
H9 -4.44923 -1.17115 1.27054  0.0464



| no. | electronic energy (Eh) | lowest unoccupied orbital energy (eV) | E_HOMO (hartree) |
| --- | --- | --- | --- |
| 1 | -4803.45993 | -2.38 | -0.388 |
| 2 | -3176.00733 | -0.89 | -0.361 |
| 3 | -2993.87642 | 0.65 | -0.357 |
| 4 | -286.78738 | 0.68 | -0.346 |